A molecular structure, C29H59F2NO30S2Zn at a distorted geometry. Source: the OMol25 dataset; level of theory: ωB97M-V/def2-TZVPD.

The value obtained for the LUMO energy (spin up / spin down) is 1.60 / 1.60 eV. As for the charge: -1. The spin multiplicity is 2. Its HOMO-LUMO gap (spin up / spin down) is 3.5 / 7.1 eV.

Element x y z (Å)
Zn  20.47038  24.06060  7.08604
N  20.08693  22.36140  6.39740
S  19.37882  21.69147  5.23585
O  18.00261  21.28254  5.38980
O  20.13639  21.04661  4.22035
F  19.13706  23.17223  4.54695
S  20.30870  20.75769  7.04062
O  21.35968  19.95348  6.45672
O  19.20243  20.06942  7.72992
F  21.18013  21.29404  8.26991
C  18.93947  27.78543  6.95619
C  19.52018  26.40302  7.01427
O  20.43070  26.13066  7.83554
O  19.13656  25.47781  6.30284
H  18.04601  27.85688  7.57645
H  18.64099  28.03034  5.93686
H  19.68346  28.53149  7.23541
C  19.97946  31.63361  9.18312
O  18.97206  31.74526  10.19838
C  19.33148  32.79317  11.16140
C  18.16267  33.07779  12.14088
O  17.03539  33.64580  11.41764
C  15.91856  33.75576  12.28123
C  14.60962  34.00988  11.46462
O  14.39269  33.02493  10.44047
C  14.61695  31.67550  10.71409
H  20.94588  31.55175  9.68055
H  19.96292  32.48425  8.50177
H  19.85352  30.71305  8.61319
H  19.65832  33.69913  10.65099
H  20.24722  32.53658  11.69401
H  18.53290  33.69663  12.95823
H  17.91853  32.10545  12.56873
H  16.05027  34.49168  13.07443
H  15.75021  32.82046  12.81506
H  14.59945  34.98414  10.97594
H  13.85796  33.92746  12.24967
H  14.00033  31.26408  11.51322
H  15.62597  31.53718  11.10249
H  14.59468  30.94859  9.90218
C  23.21494  25.96322  9.96406
O  23.83101  24.77765  9.61932
C  23.22084  23.76943  8.96804
O  22.04030  23.76225  8.46431
O  24.00253  22.71681  8.85555
C  24.83927  22.30853  9.91187
H  22.50611  25.82303  10.78016
H  22.72870  26.50852  9.15516
H  23.98140  26.58588  10.42551
H  24.49751  22.49151  10.93060
H  25.81140  22.80004  9.87338
H  25.13544  21.26160  9.97776
C  20.21313  30.88231  5.54407
O  20.73967  30.00530  4.56366
C  22.03087  30.01717  4.21418
O  22.89450  30.81251  4.65250
O  22.19051  29.02959  3.31817
C  23.53564  28.74025  2.92416
H  20.83258  31.77849  5.57919
H  20.25551  30.35531  6.49726
H  19.25707  31.22883  5.15165
H  23.56964  27.96944  2.15424
H  24.10825  28.46284  3.80918
H  23.95423  29.63808  2.46943
C  24.44270  23.01970  5.82247
O  23.96071  23.83753  4.81418
C  22.75295  24.45074  4.86246
O  21.94417  24.34133  5.78261
O  22.60449  25.09346  3.66811
C  21.31178  25.54011  3.24327
H  25.07909  23.62837  6.46483
H  24.99486  22.23609  5.30364
H  23.57190  22.51317  6.23868
H  21.18848  25.22837  2.20610
H  21.10523  26.59384  3.43055
H  20.62226  24.97705  3.87226
C  15.42016  25.44190  11.00674
O  14.72836  24.55946  10.19932
C  14.31383  24.91724  8.98461
O  13.85898  24.03778  8.21787
O  14.54863  26.20238  8.59074
C  14.48107  26.70693  7.26292
H  15.45018  25.12168  12.04821
H  15.11365  26.48545  11.07856
H  16.45335  25.40056  10.66189
H  14.76452  25.93485  6.54762
H  15.24296  27.48029  7.16526
H  13.46988  27.03979  7.02884
C  26.46553  25.49719  8.23716
O  26.46294  25.89848  6.81250
C  25.37992  26.41889  6.19767
O  25.35483  26.69812  4.96171
O  24.38723  26.70015  7.13628
C  23.28569  27.49293  6.79453
H  27.53086  25.52839  8.46565
H  26.25087  24.43440  8.34899
H  25.82074  25.98643  8.96721
H  22.88474  28.09559  7.60948
H  22.48993  26.88602  6.36264
H  23.53847  28.23452  6.03673
C  19.02997  24.86961  13.70622
O  19.59932  25.81652  12.80771
C  18.86013  26.72895  12.24472
O  17.67104  26.95608  12.51887
O  19.70231  27.37591  11.35692
C  19.21894  28.50841  10.74154
H  19.94195  24.61305  14.24526
H  18.46978  24.05952  13.23928
H  18.43899  25.45367  14.41172
H  18.88198  29.21726  11.49790
H  18.41214  28.36464  10.02286
H  20.11642  28.89600  10.25946
C  17.58787  25.92610  3.23592
O  17.38302  25.83605  1.81575
C  18.01888  24.87222  1.10995
O  18.94649  24.10923  1.52480
O  17.45512  24.86914  -0.17299
C  17.94973  23.96232  -1.11577
H  17.19990  26.90185  3.52829
H  18.64699  25.77865  3.44715
H  17.12125  25.17261  3.87045
H  17.75284  22.89148  -1.06463
H  19.02794  24.09273  -1.02329
H  17.71570  24.32793  -2.11560